# 1
96
Properties=species:S:1:pos:R:3:mulliken_spin:R:1 method="wB97M-V/def2-TZVPD" homo_lumo_gap_ev="6.35 / 3.10" e_tot_ha=-6084.46792 lumo_energy_ev="-2.59 / -5.83" multiplicity=3
O 0.435 3.184 -0.139 0.59
V -0.743 2.737 0.854 0.53
O -1.692 1.653 0.097 0.87
C -0.673 2.591 -4.611 0.00
C 0.577 3.324 -4.990 0.00
N 0.260 4.810 -5.434 0.00
C -0.884 4.759 -6.503 0.00
C -0.146 5.586 -4.154 0.00
C -0.620 7.012 -4.435 0.00
C 1.557 5.363 -6.134 0.00
C 2.778 5.629 -5.121 0.00
O 3.136 4.498 -4.381 0.00
C 4.328 4.673 -3.611 0.00
H -0.423 1.629 -4.163 0.00
H -1.350 2.342 -5.428 0.00
H -1.464 3.086 -4.048 0.00
H 1.127 2.960 -5.858 0.00
H 1.247 3.451 -4.140 0.00
H -1.840 4.524 -6.036 0.00
H -0.552 4.118 -7.320 0.00
H -0.934 5.809 -6.789 0.00
H 0.696 5.613 -3.463 0.00
H -1.010 5.061 -3.745 0.00
H -0.901 7.431 -3.469 0.00
H -1.502 7.216 -5.042 0.00
H 0.045 7.738 -4.903 0.00
H 1.401 6.243 -6.759 0.00
H 1.903 4.642 -6.875 0.00
H 2.562 6.463 -4.454 0.00
H 3.703 5.779 -5.677 0.00
H 4.174 5.296 -2.730 0.00
H 5.198 5.041 -4.155 0.00
H 4.541 3.704 -3.161 0.00
C 1.236 -8.241 0.049 0.00
C 0.058 -8.056 0.978 0.00
C 0.303 -6.880 2.034 0.00
C -0.995 -6.405 2.809 0.00
N -1.038 -4.937 3.289 0.00
C -1.096 -3.931 2.103 0.00
C -2.476 -3.203 2.156 0.00
C -3.358 -4.214 2.868 0.00
C -2.417 -4.693 4.005 0.00
C 0.063 -4.683 4.316 0.00
C 0.224 -5.734 5.437 0.00
C 0.808 -5.082 6.751 0.00
H 1.706 -7.335 -0.333 0.00
H 1.054 -8.881 -0.815 0.00
H 2.011 -8.766 0.607 0.00
H -0.180 -8.921 1.597 0.00
H -0.882 -7.975 0.432 0.00
H 0.816 -6.050 1.550 0.00
H 1.035 -7.198 2.777 0.00
H -1.254 -7.090 3.616 0.00
H -1.812 -6.607 2.117 0.00
H -0.303 -3.194 2.229 0.00
H -1.103 -4.465 1.153 0.00
H -2.417 -2.220 2.623 0.00
H -2.895 -2.928 1.188 0.00
H -4.276 -3.796 3.280 0.00
H -3.691 -4.985 2.173 0.00
H -2.335 -4.012 4.852 0.00
H -2.879 -5.572 4.455 0.00
H -0.090 -3.686 4.729 0.00
H 0.959 -4.545 3.711 0.00
H 0.957 -6.470 5.107 0.00
H -0.711 -6.218 5.719 0.00
H 1.691 -4.536 6.418 0.00
H 1.081 -5.823 7.502 0.00
H 0.119 -4.338 7.151 0.00
N -2.680 5.249 1.153 0.00
S -2.542 6.572 2.232 0.00
O -3.393 6.739 3.438 0.00
O -1.847 7.700 1.681 0.00
F -1.165 6.000 2.902 0.00
S -3.911 5.897 0.641 0.00
O -3.749 7.157 -0.093 0.00
O -5.183 5.719 1.410 0.00
F -4.065 4.863 -0.662 0.00
N 0.004 1.634 3.729 0.00
S -0.861 1.585 4.940 0.00
O -0.837 2.795 5.737 0.00
O -1.269 0.333 5.547 0.00
F -2.122 1.829 3.960 0.00
S 1.471 1.229 4.571 0.00
O 1.693 -0.186 4.759 0.00
O 1.983 2.188 5.568 0.00
F 2.326 1.575 3.320 0.00
N 3.630 -2.336 -2.289 0.00
S 2.915 -1.811 -1.124 0.00
O 2.879 -2.747 -0.008 0.00
O 1.831 -0.829 -1.259 0.00
F 4.142 -0.859 -0.594 0.00
S 2.153 -2.893 -3.054 0.00
O 1.702 -1.974 -4.074 0.00
O 1.174 -3.630 -2.272 0.00
F 2.875 -4.092 -4.014 0.00

# 2
72
Properties=species:S:1:pos:R:3:lowdin_charge:R:1 method="wB97M-V/def2-TZVPD" homo_lumo_gap_ev=8.35 e_tot_ha=-2363.45475 lumo_energy_ev=0.22 multiplicity=1
C 0.268 -1.891 6.399 -0.13
O -1.189 -2.094 6.396 -0.25
C -1.878 -0.799 6.295 -0.24
C -3.297 -1.065 5.515 -0.18
C -3.155 -1.706 4.013 -0.20
C -4.251 -0.997 2.971 -0.24
C -3.645 0.252 2.115 -0.30
P -2.373 -0.152 0.772 0.74
C -3.371 -1.574 0.009 -0.34
C -3.067 -3.070 0.551 -0.20
F -1.963 -3.236 1.509 -0.15
C -2.601 0.768 -0.936 -0.30
C -1.356 0.320 -1.939 -0.19
C -0.509 1.579 -2.557 -0.21
O 0.876 1.608 -2.056 -0.28
C 1.302 2.992 -1.767 -0.11
C -1.384 1.392 1.322 -0.31
C -0.411 0.961 2.756 -0.17
C 0.391 2.302 3.493 -0.09
O 1.127 1.126 2.599 -0.23
H 0.783 -2.232 5.393 0.10
H 0.546 -0.757 6.627 0.10
H 0.699 -2.562 7.284 0.10
H -1.293 0.019 5.671 0.11
H -2.074 -0.296 7.361 0.14
H -3.847 -0.009 5.467 0.12
H -3.950 -1.756 6.214 0.12
H -3.514 -2.842 4.103 0.12
H -2.069 -1.747 3.585 0.09
H -4.835 -1.806 2.353 0.09
H -5.068 -0.522 3.703 0.11
H -4.567 0.782 1.581 0.12
H -3.260 1.051 2.915 0.11
H -1.153 -0.904 0.891 0.07
H -3.242 -1.584 -1.178 0.09
H -4.535 -1.367 0.175 0.10
H -2.884 -3.761 -0.405 0.13
H -4.065 -3.480 1.062 0.12
H -2.416 1.917 -0.705 0.08
H -3.664 0.575 -1.385 0.10
H -0.613 -0.393 -1.347 0.11
H -1.827 -0.345 -2.803 0.12
H -0.439 1.406 -3.727 0.14
H -1.097 2.577 -2.395 0.12
H 1.177 3.204 -0.604 0.10
H 2.465 3.094 -1.995 0.11
H 0.710 3.804 -2.408 0.10
H -2.031 2.313 1.636 0.09
H -0.544 1.688 0.531 0.10
H -0.872 0.069 3.511 0.13
H 1.291 2.905 3.105 0.12
H -0.373 2.984 2.875 0.04
C 4.217 -2.162 -4.039 -0.28
S 2.835 -2.458 -2.910 0.81
O 1.608 -2.674 -3.747 -0.57
C 2.759 -0.771 -2.261 -0.27
H 4.419 -3.084 -4.589 0.05
H 3.960 -1.368 -4.745 0.03
H 5.103 -1.882 -3.466 0.05
H 2.592 -0.063 -3.076 0.03
H 3.693 -0.536 -1.745 0.06
H 1.930 -0.709 -1.552 0.03
C 6.492 0.944 -5.965 -0.27
S 5.217 2.011 -5.254 0.82
O 4.184 1.123 -4.625 -0.57
C 4.550 2.585 -6.835 -0.27
H 7.020 0.444 -5.149 0.05
H 6.034 0.193 -6.612 0.06
H 7.200 1.550 -6.535 0.05
H 4.211 1.733 -7.429 0.06
H 5.321 3.137 -7.378 0.05
H 3.704 3.247 -6.636 0.05

# 3
78
Properties=species:S:1:pos:R:3:lowdin_charge:R:1 method="wB97M-V/def2-TZVPD" homo_lumo_gap_ev=6.88 e_tot_ha=-2099.60998 lumo_energy_ev=1.70 multiplicity=1 total_charge=-1
C -1.417 7.196 -7.100 -0.11
C -0.919 5.903 -7.800 -0.23
C 0.388 5.392 -7.189 -0.26
O 0.396 5.250 -5.785 -0.15
C -0.695 4.552 -5.240 -0.27
S -0.778 2.768 -5.586 0.39
O -0.234 2.453 -6.896 -0.36
O -0.019 2.138 -4.502 -0.40
O -2.172 2.437 -5.452 -0.37
H -1.188 8.088 -7.686 0.06
H -0.979 7.279 -6.102 0.07
H -2.496 7.099 -6.936 0.07
H -0.805 6.096 -8.871 0.10
H -1.681 5.120 -7.714 0.10
H 0.715 4.497 -7.730 0.10
H 1.158 6.146 -7.420 0.12
H -1.678 4.995 -5.449 0.10
H -0.591 4.621 -4.154 0.10
C 1.780 -2.186 -1.227 -0.02
C 2.672 -0.971 -1.136 -0.57
O 3.653 -0.950 -0.395 -0.01
N 2.357 0.095 -1.897 0.02
C 1.242 0.258 -2.833 -0.07
H 2.162 -2.954 -0.560 0.07
H 0.765 -1.930 -0.920 0.08
H 1.774 -2.581 -2.243 0.08
H 2.994 0.868 -1.784 0.14
H 1.648 0.470 -3.818 0.08
H 0.640 1.105 -2.520 0.05
H 0.620 -0.630 -2.881 0.08
C -1.007 -1.553 2.904 0.00
C -0.686 -3.022 2.809 -0.53
O -1.540 -3.851 2.521 0.02
N 0.589 -3.408 3.054 0.01
C 1.730 -2.578 3.409 -0.06
H -2.061 -1.410 2.681 0.09
H -0.809 -1.184 3.911 0.09
H -0.418 -0.987 2.181 0.08
H 0.729 -4.403 2.971 0.14
H 2.503 -2.719 2.651 0.08
H 2.112 -2.917 4.373 0.08
H 1.473 -1.528 3.471 0.08
C -2.983 4.146 -0.430 -0.01
C -1.662 4.870 -0.522 -0.56
O -1.587 6.044 -0.850 0.02
N -0.539 4.166 -0.227 0.01
C -0.428 2.778 0.182 -0.07
H -3.779 4.836 -0.694 0.08
H -3.006 3.306 -1.125 0.09
H -3.153 3.790 0.588 0.08
H 0.307 4.706 -0.314 0.14
H 0.059 2.741 1.160 0.08
H 0.193 2.240 -0.537 0.07
H -1.396 2.294 0.244 0.07
C 5.941 -1.859 4.949 -0.01
C 4.831 -1.506 5.908 -0.56
O 3.987 -0.667 5.643 0.03
N 4.790 -2.158 7.104 0.00
C 5.694 -3.178 7.602 -0.08
H 5.832 -1.257 4.052 0.09
H 6.913 -1.647 5.395 0.08
H 5.884 -2.912 4.669 0.08
H 4.023 -1.871 7.691 0.14
H 5.129 -4.089 7.811 0.08
H 6.151 -2.832 8.531 0.08
H 6.475 -3.401 6.883 0.07
C -6.451 -5.649 2.264 -0.02
C -5.130 -4.921 2.141 -0.56
O -5.075 -3.744 1.826 0.03
N -3.999 -5.631 2.396 0.01
C -3.894 -7.022 2.779 -0.08
H -7.255 -4.956 2.032 0.08
H -6.496 -6.482 1.561 0.08
H -6.592 -6.017 3.282 0.08
H -3.141 -5.100 2.301 0.09
H -3.390 -7.092 3.746 0.08
H -3.295 -7.555 2.038 0.08
H -4.869 -7.494 2.853 0.07

# 4
76
Properties=species:S:1:pos:R:3:lowdin_charge:R:1 method="wB97M-V/def2-TZVPD" homo_lumo_gap_ev=8.59 e_tot_ha=-1584.76858 lumo_energy_ev=-2.20 multiplicity=1 total_charge=+1
C 6.130 0.890 -0.373 -0.02
C 5.210 0.727 -1.563 -0.41
O 5.682 1.530 -2.643 -0.03
C 5.228 -0.679 -2.139 -0.09
N 4.006 -1.485 -1.893 0.10
C 3.393 -1.369 -0.707 -0.41
N 4.016 -1.864 0.381 0.23
N 2.216 -0.843 -0.534 0.14
C 1.408 -0.232 -1.558 -0.08
C 1.073 1.162 -1.131 -0.36
C 0.304 1.232 0.245 0.06
O 1.801 1.561 -0.130 -0.06
H 6.241 -0.037 0.160 0.06
H 7.109 1.162 -0.717 0.09
H 5.766 1.634 0.313 0.09
H 4.213 1.075 -1.328 0.13
H 5.755 2.435 -2.341 0.10
H 6.074 -1.211 -1.746 0.12
H 5.367 -0.609 -3.196 0.13
H 3.377 -1.521 -2.675 0.14
H 4.997 -2.027 0.203 0.11
H 3.928 -1.255 1.187 0.12
H 1.865 -0.832 0.427 0.10
H 0.475 -0.736 -1.728 0.14
H 1.960 -0.087 -2.470 0.13
H 0.766 1.838 -1.883 0.13
H 0.141 0.131 0.164 0.07
H 0.569 1.156 1.301 0.12
C 0.844 -0.663 4.460 0.01
C 1.216 -1.530 3.288 -0.51
O 1.528 -1.025 2.194 -0.03
N 1.212 -2.849 3.465 0.04
C 0.891 -3.593 4.682 -0.04
H 0.900 0.377 4.158 0.08
H -0.173 -0.880 4.785 0.10
H 1.531 -0.826 5.289 0.09
H 1.469 -3.370 2.642 0.15
H 1.753 -4.190 4.980 0.09
H 0.044 -4.252 4.496 0.10
H 0.636 -2.916 5.488 0.08
C 0.103 4.780 -1.374 0.00
C -1.394 4.586 -1.370 -0.54
O -1.919 3.696 -0.722 0.02
N -2.135 5.434 -2.122 0.01
C -1.680 6.539 -2.950 -0.07
H 0.559 4.041 -0.721 0.06
H 0.491 4.648 -2.386 0.09
H 0.371 5.773 -1.017 0.09
H -3.125 5.251 -2.078 0.14
H -2.124 7.472 -2.604 0.09
H -1.980 6.377 -3.986 0.09
H -0.601 6.631 -2.909 0.07
C -4.829 -4.150 -0.598 -0.01
C -3.620 -4.763 0.051 -0.55
O -3.585 -5.090 1.226 0.02
N -2.529 -4.958 -0.746 0.00
C -2.378 -4.635 -2.153 -0.08
H -5.623 -4.061 0.134 0.09
H -4.593 -3.154 -0.975 0.06
H -5.171 -4.787 -1.415 0.09
H -1.755 -5.389 -0.271 0.13
H -2.164 -5.538 -2.726 0.08
H -1.549 -3.935 -2.291 0.07
H -3.282 -4.181 -2.540 0.07
C -4.923 -0.106 2.035 0.00
C -4.747 0.157 0.557 -0.55
O -4.810 -0.739 -0.281 0.01
N -4.552 1.430 0.155 0.02
C -4.516 2.675 0.914 -0.07
H -5.083 -1.169 2.179 0.08
H -4.032 0.195 2.588 0.08
H -5.785 0.435 2.424 0.08
H -4.430 1.506 -0.842 0.14
H -5.304 3.325 0.531 0.08
H -3.554 3.154 0.752 0.05
H -4.675 2.522 1.975 0.08